(1)
Computed, not measured: a structure of composition C23H21BrClIN4O2PtS, with the ωB97M-V functional and the def2-TZVPD basis.

Geometry (Å):
1 Pt 0.66 -1.04 -0.79
2 C -0.38 -1.26 4.83
3 C 0.99 -0.76 4.41
4 N 1.63 -1.67 3.47
5 C 1.57 -1.59 2.15
6 S 0.86 -0.16 1.40
7 N 2.15 -2.50 1.41
8 N 1.89 -2.52 0.12
9 C 2.67 -3.18 -0.70
10 C 3.96 -3.77 -0.27
11 C 2.16 -3.30 -2.06
12 C 2.78 -4.05 -3.05
13 C 2.21 -4.09 -4.32
14 C 1.02 -3.42 -4.55
15 C 0.44 -2.72 -3.50
16 N 1.01 -2.65 -2.31
17 H -0.85 -0.55 5.52
18 H -0.31 -2.22 5.34
19 H -1.02 -1.37 3.95
20 H 1.65 -0.67 5.28
21 H 0.92 0.22 3.95
22 H 2.05 -2.52 3.84
23 H 4.24 -3.39 0.70
24 H 4.74 -3.53 -0.99
25 H 3.88 -4.86 -0.20
26 H 3.69 -4.59 -2.83
27 H 2.69 -4.65 -5.11
28 H 0.55 -3.44 -5.52
29 H -0.51 -2.22 -3.62
30 Cl -3.37 2.89 -5.67
31 C -2.67 2.04 -4.38
32 C -3.47 1.58 -3.32
33 C -2.91 0.93 -2.27
34 C -1.49 0.69 -2.20
35 O -1.03 0.19 -1.12
36 C -0.70 1.11 -3.33
37 C 0.72 0.85 -3.41
38 O 1.38 0.13 -2.67
39 C -1.30 1.80 -4.37
40 H -4.54 1.75 -3.35
41 H -3.50 0.59 -1.43
42 H 1.25 1.36 -4.23
43 H -0.70 2.13 -5.21
44 Br 0.22 4.86 1.21
45 C -1.14 4.69 2.50
46 C -1.29 5.69 3.45
47 C -2.27 5.58 4.42
48 C -3.14 4.50 4.43
49 C -3.00 3.50 3.48
50 C -2.00 3.59 2.53
51 I -1.82 2.03 1.13
52 H -0.63 6.55 3.42
53 H -2.35 6.35 5.18
54 H -3.92 4.43 5.17
55 H -3.68 2.66 3.48

Net charge = +2
2S+1 = 1
Highest occupied orbital energy (alpha / beta) = -13.31 / -13.30 eV
LUMO energy (alpha / beta) = -0.3682 / -0.3680 Eh
ΔE to the lowest compared entry with this formula, charge and spin = 107.1 kJ/mol


(2)
Computed, not measured: a structure of composition C9H11Br3F6O4, with the ωB97M-V functional and the def2-TZVPD basis.

Geometry (Å):
1 C 4.37 7.93 -6.55
2 Br 4.16 6.19 -7.33
3 Br 4.56 7.76 -4.58
4 Br 2.87 9.09 -7.01
5 H 5.25 8.41 -6.96
6 C 8.69 11.14 -3.21
7 C 7.95 9.82 -3.00
8 O 8.54 8.78 -3.73
9 C 8.22 8.66 -5.03
10 O 7.37 9.35 -5.49
11 C 8.97 7.58 -5.79
12 F 10.07 7.22 -5.14
13 F 8.22 6.51 -5.99
14 F 9.32 8.06 -6.98
15 H 8.24 12.01 -2.75
16 H 9.04 11.43 -4.20
17 H 9.65 11.02 -2.69
18 H 6.89 9.93 -3.24
19 H 7.99 9.65 -1.92
20 C 5.95 3.61 -4.83
21 C 7.30 3.12 -5.36
22 O 7.10 2.16 -6.40
23 C 6.86 0.90 -6.06
24 O 6.72 0.54 -4.93
25 C 6.77 -0.07 -7.24
26 F 5.58 -0.65 -7.29
27 F 6.99 0.53 -8.40
28 F 7.70 -1.01 -7.09
29 H 5.37 4.00 -5.66
30 H 6.12 4.36 -4.05
31 H 5.42 2.78 -4.38
32 H 7.94 2.62 -4.63
33 H 7.93 3.94 -5.68

Net charge = 0
2S+1 = 1
Highest occupied orbital energy = -10.41 eV
LUMO energy = -0.0079 Eh
ΔE to the lowest compared entry with this formula, charge and spin = 0.0 kJ/mol


(3)
Computed, not measured: a structure of composition C24H21F6N4O2OsS5, with the ωB97M-V functional and the def2-TZVPD basis.

Geometry (Å):
1 Os 0.85 0.96 -0.77
2 C 3.78 2.94 -2.11
3 C 2.54 3.59 -1.63
4 N 1.44 2.97 -1.30
5 C 0.40 3.84 -1.06
6 C 0.74 5.16 -1.17
7 S 2.39 5.31 -1.60
8 C -0.91 3.25 -0.93
9 C -2.11 3.89 -0.79
10 S -3.39 2.77 -0.93
11 C -2.27 1.50 -1.21
12 N -1.02 1.89 -1.15
13 C -2.77 0.16 -1.58
14 H 3.73 1.86 -1.94
15 H 4.66 3.35 -1.62
16 H 3.89 3.11 -3.18
17 H 0.11 6.01 -1.03
18 H -2.28 4.93 -0.60
19 H -3.85 0.19 -1.70
20 H -2.52 -0.59 -0.83
21 H -2.32 -0.17 -2.52
22 S 0.04 -1.17 -0.78
23 C -0.04 -3.52 -2.44
24 S 1.11 -2.46 -2.11
25 C -0.69 -4.49 -3.07
26 C -1.82 -5.12 -2.50
27 N -2.73 -5.61 -2.00
28 C -0.30 -4.91 -4.37
29 N 0.04 -5.22 -5.42
30 C 5.11 0.09 0.12
31 C 3.63 0.27 0.49
32 O 2.81 0.37 -0.59
33 C 3.48 1.54 1.37
34 F 4.06 2.61 0.82
35 F 2.16 1.87 1.51
36 F 3.97 1.41 2.60
37 C 3.18 -0.95 1.33
38 F 1.96 -0.75 1.88
39 F 3.05 -2.02 0.55
40 F 4.00 -1.28 2.33
41 H 5.46 0.95 -0.45
42 H 5.20 -0.80 -0.49
43 H 5.71 -0.02 1.02
44 C -4.73 -3.79 1.26
45 C -3.75 -2.69 1.48
46 C -4.15 -1.36 1.56
47 C -3.22 -0.34 1.69
48 C -1.88 -0.66 1.78
49 C -1.46 -1.98 1.75
50 C -2.39 -2.99 1.59
51 S -0.66 0.67 1.78
52 C -0.23 0.61 3.56
53 O -1.42 1.91 1.58
54 H -5.75 -3.41 1.27
55 H -4.62 -4.56 2.01
56 H -4.55 -4.26 0.29
57 H -5.20 -1.11 1.53
58 H -3.52 0.70 1.72
59 H -0.41 -2.22 1.83
60 H -2.07 -4.02 1.54
61 H -1.12 0.81 4.13
62 H 0.53 1.35 3.76
63 H 0.15 -0.39 3.76

Net charge = +1
2S+1 = 5
Highest occupied orbital energy (alpha / beta) = -10.80 / -11.57 eV
LUMO energy (alpha / beta) = -0.1204 / -0.1812 Eh
ΔE to the lowest compared entry with this formula, charge and spin = 274.1 kJ/mol


(4)
Computed, not measured: the ion C4H8NS with charge +1, with the ωB97M-V functional and the def2-TZVPD basis.

Geometry (Å):
1 C 1.80 0.43 0.05
2 N 0.38 0.16 0.19
3 C -0.07 -1.04 0.19
4 C -1.48 -1.28 -0.07
5 S -2.30 0.40 0.06
6 C -0.65 1.23 -0.01
7 H 2.44 -0.27 0.55
8 H 1.92 0.62 -0.98
9 H 1.98 1.30 0.66
10 H 0.80 -1.77 0.33
11 H -2.06 -1.94 0.62
12 H -1.72 -1.63 -1.23
13 H -0.71 2.11 0.75
14 H -0.33 1.68 -1.09

Net charge = +1
2S+1 = 1
Highest occupied orbital energy = -13.48 eV
LUMO energy = -0.1767 Eh
ΔE to the lowest compared entry with this formula, charge and spin = 69.3 kJ/mol


(5)
Computed, not measured: an isolated molecule of C4H7NO, with the ωB97M-V functional and the def2-TZVPD basis.

Geometry (Å):
1 C -1.23 0.03 1.08
2 C -0.29 -0.52 0.03
3 C 0.02 0.45 -1.14
4 N 1.48 0.59 -1.14
5 C 1.89 -0.09 -0.16
6 O 1.01 -0.77 0.61
7 H -1.35 -0.68 1.91
8 H -0.83 0.97 1.48
9 H -2.21 0.22 0.64
10 H -0.66 -1.49 -0.34
11 H -0.32 0.07 -2.11
12 H -0.44 1.43 -0.99
13 H 2.93 -0.20 0.15

Net charge = 0
2S+1 = 1
Highest occupied orbital energy = -9.55 eV
LUMO energy = 0.0374 Eh
ΔE to the lowest compared entry with this formula, charge and spin = 91.9 kJ/mol


(6)
Computed, not measured: a cluster of 2 separate species, C4H6N2O in total, with the ωB97M-V functional and the def2-TZVPD basis.

Geometry (Å):
1 C -1.24 -0.59 -0.55
2 C -0.30 0.63 -0.28
3 C 1.19 0.84 -0.23
4 C 2.18 -0.40 -0.13
5 H -1.63 -0.44 1.45
6 H -0.96 -1.07 -1.34
7 H -2.22 -0.20 -0.93
8 H -0.76 1.73 -0.58
9 H 0.55 -0.29 1.49
10 H 1.45 1.80 -0.48
11 N 0.27 0.77 1.08
12 N 2.76 -1.39 0.06
13 O -1.28 -1.38 0.45

Net charge = 0
2S+1 = 1
Highest occupied orbital energy = -10.06 eV
LUMO energy = -0.0137 Eh
ΔE to the lowest compared entry with this formula, charge and spin = 675.9 kJ/mol


Number 1: E_tot -138976.6908 eV. Number 2: E_tot -244133.6511 eV. Number 3: E_tot -108223.6244 eV. Number 4: E_tot -16594.6882 eV. Number 5: E_tot -7798.6923 eV. Number 6: E_tot -9266.4964 eV.